Entry 1:
{"formula": "C8H12S2", "method": "ωB97M-V/def2-TZVPD", "elements": ["C", "C", "S", "C", "C", "S", "H", "H", "H", "H", "H", "H", "C", "C", "C", "C", "H", "H", "H", "H", "H", "H"], "positions_angstrom": [[0.460835, 2.790587, -1.640814], [1.082833, 2.023895, -0.757278], [0.757999, 2.075467, 0.979381], [2.037459, 0.856129, 1.453098], [2.169546, -0.120843, 0.311760], [2.355408, 0.876631, -1.202818], [0.682044, 2.709723, -2.690700], [-0.280978, 3.503884, -1.335414], [1.710208, 0.380436, 2.376000], [2.969506, 1.397168, 1.626847], [3.051058, -0.753352, 0.406846], [1.274561, -0.736575, 0.202304], [-0.751125, -0.525807, -2.159614], [-1.187567, -0.376682, -0.949579], [-1.669182, -0.300249, 0.252428], [-2.031854, -1.500342, 1.076049], [-1.426507, -0.543794, -3.001337], [0.297644, -0.602378, -2.397207], [-1.825649, 0.664188, 0.717194], [-1.796542, -2.419420, 0.544244], [-3.097769, -1.489309, 1.302373], [-1.489252, -1.488187, 2.021955]], "forces_ev_per_angstrom": [[0.1021, -0.0596, 0.0073], [0.2757, -0.0745, 0.1065], [0.2439, -0.0875, 0.0877], [-0.1709, 0.4884, 0.0140], [-0.0526, 0.0142, -0.4308], [-0.0097, 0.0156, 0.2624], [-0.0131, -0.0520, -0.1842], [-0.1556, 0.2355, 0.0956], [-0.0148, -0.0388, 0.0164], [-0.0247, -0.1598, 0.0209], [0.0128, 0.0035, 0.0040], [0.1020, -0.0065, 0.1242], [0.0630, -0.0543, -0.4398], [-0.1877, -0.1238, 0.0214], [-0.1573, -0.0265, 0.2388], [0.0135, -0.0388, -0.0448], [-0.2165, -0.0271, -0.0639], [0.2045, 0.0226, 0.0966], [0.0573, 0.1308, -0.1001], [-0.0126, -0.0585, 0.0264], [-0.0502, -0.0534, 0.0723], [-0.0088, -0.0497, 0.0692]], "e_homo_ev": -8.088, "total_charge": 0, "molar_mass_g_mol": 172.32, "gap_ev": 8.704, "smiles": "C=C1SCCS1.C=C=CC"}

=====

Entry 2:
{"formula": "C5H11N", "method": "ωB97M-V/def2-TZVPD", "elements": ["C", "C", "N", "C", "C", "H", "H", "H", "H", "H", "H", "H", "C", "H", "H", "H", "H"], "positions_angstrom": [[1.561965, -1.181454, -0.870918], [0.988486, 0.176328, -1.282082], [1.254610, 1.102038, -0.156260], [0.150088, 2.016062, 0.335124], [0.371089, 0.929885, 0.983426], [1.817193, -1.770987, -1.754100], [2.476599, -1.018895, -0.288674], [0.866436, -1.772358, -0.259221], [1.560958, 0.562397, -2.129943], [-0.066276, 0.061944, -1.611946], [-0.053526, 3.072802, 0.450419], [0.350020, 0.266719, 1.832489], [-2.282005, -0.494459, 0.936305], [-1.973947, 0.487006, 0.589059], [-2.338472, -0.492079, 2.028698], [-1.543440, -1.236835, 0.615597], [-3.254415, -0.735414, 0.510930]], "forces_ev_per_angstrom": [[0.0069, -0.0527, -0.1120], [0.1835, -0.0505, -0.0143], [-0.0545, -0.0396, -0.2708], [0.1776, -0.2273, 0.6996], [0.2509, 0.2887, 0.0144], [-0.0482, -0.0548, 0.0878], [-0.1297, -0.0575, -0.1441], [0.1012, 0.2124, -0.1021], [-0.1093, -0.0093, 0.0055], [0.2789, 0.3456, 0.4260], [-0.0413, -0.2526, -0.5319], [-0.1841, 0.1441, -0.0574], [-0.0865, -0.1218, 0.0381], [-0.1269, -0.1271, 0.0200], [-0.0507, -0.0186, -0.1599], [-0.1561, 0.1278, 0.0190], [-0.0118, -0.1066, 0.0824]], "e_homo_ev": -8.147, "total_charge": 0, "molar_mass_g_mol": 85.15, "gap_ev": 9.227, "smiles": "CCN1C=C1.C"}